# CH8N3O

A 2-piece molecular cluster, CH8N3O overall (ωB97M-V/def2-TZVPD, the OMol25 dataset).

```
13
CH8N3O ωB97M-V/def2-TZVPD
N -0.784 0.319 0.402
C -0.067 0.564 -0.721
N -0.268 1.667 -1.413
N 0.552 -0.443 -1.381
H -0.504 -0.580 0.785
H -0.799 1.109 1.039
H 0.127 1.715 -2.339
H -0.958 2.338 -1.115
H 0.160 -0.729 -2.263
H 1.130 -1.138 -0.939
H -0.191 -1.653 3.166
H 0.958 -2.474 2.645
O 0.446 -1.682 2.441
```

- orbital gap (eV) = 11.891
- energy above the lowest of the compared OMol25 structures with the same formula, charge and spin (eV) = 0.8600
- molecular weight (g/mol) = 78.1
- calculated total energy (a.u.) = -282.19753
- LUMO energy (eV) = -3.660
- charge = +1



# C16H43N5OPS

A 3-piece molecular cluster, C16H43N5OPS overall (ωB97M-V/def2-TZVPD, the OMol25 dataset).

```
67
C16H43N5OPS ωB97M-V/def2-TZVPD
C 6.207 -1.400 -2.355
C 4.922 -0.524 -2.081
S 3.719 -0.620 -3.474
C 2.441 0.695 -3.207
N 1.532 0.282 -2.101
P 0.288 1.465 -1.731
O -1.085 0.804 -1.681
C 0.990 -1.033 -2.276
N 0.777 -1.823 -1.093
N 0.629 -1.562 -3.431
H 6.632 -1.702 -1.366
H 7.006 -0.843 -2.887
H 5.906 -2.327 -2.905
H 5.212 0.532 -1.879
H 4.423 -0.934 -1.167
H 1.932 0.968 -4.161
H 2.986 1.604 -2.854
H 0.257 2.588 -2.610
H 0.544 1.938 -0.406
H 1.688 -2.175 -0.793
H 0.130 -2.585 -1.291
H -0.173 -2.191 -3.438
H 1.123 -1.450 -4.311
C 1.691 -0.173 1.729
C 1.952 -0.425 3.207
N 2.168 -1.828 3.517
C 2.110 -2.123 4.945
C 3.172 -1.493 5.846
C 3.239 -2.486 2.783
C 4.644 -1.888 2.877
H 0.870 -0.783 1.349
H 1.417 0.875 1.582
H 2.579 -0.367 1.120
H 1.071 -0.078 3.754
H 2.790 0.204 3.535
H 2.123 -3.208 5.087
H 1.127 -1.807 5.310
H 4.143 -1.973 5.725
H 2.885 -1.621 6.893
H 3.285 -0.422 5.670
H 2.955 -2.516 1.723
H 3.281 -3.538 3.078
H 4.648 -0.805 2.735
H 5.277 -2.319 2.096
H 5.120 -2.115 3.829
C -4.983 3.908 0.223
C -5.953 3.017 -0.542
N -5.364 2.399 -1.719
C -6.348 1.807 -2.616
C -7.173 0.630 -2.093
C -4.163 1.608 -1.492
C -4.249 0.449 -0.498
H -4.532 4.653 -0.436
H -5.513 4.438 1.016
H -4.184 3.331 0.694
H -6.787 3.649 -0.861
H -6.373 2.272 0.148
H -5.851 1.506 -3.544
H -7.044 2.598 -2.917
H -6.582 -0.285 -2.037
H -8.001 0.430 -2.778
H -7.605 0.829 -1.112
H -3.371 2.283 -1.155
H -3.798 1.226 -2.449
H -4.742 0.733 0.434
H -3.240 0.116 -0.241
H -4.770 -0.411 -0.918
```

- orbital gap (eV) = 4.619
- molecular weight (g/mol) = 384.6
- calculated total energy (a.u.) = -1723.66911
- LUMO energy (eV) = -4.934
- charge = +1



# C12H17ClCrINOP

C12H17ClCrINOP as an isolated structure (ωB97M-V/def2-TZVPD, the OMol25 dataset).

```
35
C12H17ClCrINOP ωB97M-V/def2-TZVPD
C 0.312 3.757 2.586
I 0.899 3.963 0.423
H 0.453 2.786 3.064
H -0.726 4.088 2.657
H 0.957 4.514 3.058
Cr 0.388 1.482 0.659
P 2.520 0.699 -0.009
C 3.322 1.490 -1.432
C 3.649 1.033 1.377
H 2.089 -1.598 0.482
H 3.672 -1.390 -0.321
H 2.164 -1.311 -1.271
C 2.622 -1.065 -0.309
H 3.291 0.476 2.252
H 4.662 0.712 1.103
H 4.378 1.195 -1.449
H 3.250 2.578 -1.353
H 3.647 2.102 1.618
H 2.836 1.169 -2.359
C 0.201 1.669 -1.414
O 0.009 1.665 -2.559
Cl 0.554 0.436 2.687
N -0.738 -0.077 0.165
C -1.566 -0.844 -0.137
C -2.620 -1.718 -0.496
C -2.894 -2.868 0.267
C -3.993 -3.672 -0.029
C -4.826 -3.360 -1.109
C -4.543 -2.242 -1.899
C -3.438 -1.433 -1.614
H -2.239 -3.131 1.102
H -4.204 -4.546 0.588
H -5.695 -3.982 -1.333
H -5.183 -1.996 -2.746
H -3.209 -0.581 -2.251
```

- orbital gap (spin up / spin down) (eV) = 6.594 / 7.069
- molecular weight (g/mol) = 436.6
- expectation value of S² = 3.85
- calculated total energy (a.u.) = -2740.60014
- 2S+1 = 4
- LUMO energy (spin up / spin down) (eV) = -8.794 / -8.310
- charge = +2



# C4H11NO3

C4H11NO3 as an isolated structure (ωB97M-V/def2-TZVPD, the OMol25 dataset).

```
19
C4H11NO3 ωB97M-V/def2-TZVPD
O 4.698 0.536 0.334
O 4.777 -1.519 1.244
C 4.156 -0.321 1.050
N 1.171 0.900 0.003
C 0.000 0.000 0.000
C 2.745 -0.370 1.600
C 1.763 0.777 1.300
H 4.229 -2.172 1.760
H 1.856 0.748 -0.749
H -0.747 0.231 0.778
H 0.320 -1.049 0.120
H -0.476 0.111 -0.989
H 2.340 -1.325 1.215
H 2.720 -0.414 2.706
H 2.360 1.697 1.451
H 0.970 0.760 2.072
O 3.729 -3.100 2.178
H 3.248 -2.892 3.011
H 4.470 -3.683 2.459
```

- orbital gap (eV) = 8.520
- energy above the lowest of the compared OMol25 structures with the same formula, charge and spin (eV) = 2.7771
- molecular weight (g/mol) = 121.1
- calculated total energy (a.u.) = -439.42387
- LUMO energy (eV) = -0.167



# CH2N3O6P

A 2-piece molecular cluster, CH2N3O6P overall (ωB97M-V/def2-TZVPD, the OMol25 dataset).

```
13
CH2N3O6P ωB97M-V/def2-TZVPD
C -1.367 0.249 -2.028
N -0.757 -0.153 -1.102
N 1.275 1.654 0.013
N 2.477 1.610 -0.354
O 2.801 2.489 -1.181
O 1.118 -0.941 0.673
O -0.555 0.706 1.332
O -2.126 0.406 -2.953
O 3.307 0.793 0.069
O 1.573 0.747 2.540
P 0.997 0.483 1.248
H -0.653 0.549 0.351
H 0.726 -0.718 -0.175
```

- orbital gap (eV) = 7.692
- energy above the lowest of the compared OMol25 structures with the same formula, charge and spin (eV) = 0.0000
- molecular weight (g/mol) = 183.0
- calculated total energy (a.u.) = -996.41870
- LUMO energy (eV) = 6.250
- charge = -2



# C3H20O7

A 7-piece molecular cluster, C3H20O7 overall (ωB97M-V/def2-TZVPD, the OMol25 dataset).

```
30
C3H20O7 ωB97M-V/def2-TZVPD
C 7.059 15.604 -12.859
O 8.033 16.619 -12.620
H 6.040 16.000 -12.830
H 7.094 15.174 -13.863
H 7.238 14.785 -12.161
H 7.711 17.125 -11.857
C 11.146 19.008 -11.899
O 12.042 17.966 -11.548
H 11.050 19.020 -12.985
H 10.137 18.912 -11.491
H 11.584 19.978 -11.646
H 12.297 18.042 -10.625
C 7.570 12.682 -15.725
O 8.594 12.521 -16.714
H 7.247 11.681 -15.414
H 8.090 13.078 -14.851
H 6.769 13.309 -16.116
H 8.256 11.935 -17.396
O 6.597 16.075 -16.756
H 7.271 16.645 -16.353
H 5.929 16.684 -17.087
O 7.104 18.334 -10.486
H 6.244 18.742 -10.642
H 7.349 18.603 -9.594
O 10.784 15.649 -12.304
H 9.875 15.930 -12.125
H 11.343 16.407 -12.016
O 8.815 17.554 -15.223
H 9.536 16.914 -15.165
H 8.289 17.395 -14.421
```

- orbital gap (eV) = 9.918
- energy above the lowest of the compared OMol25 structures with the same formula, charge and spin (eV) = 1.7349
- molecular weight (g/mol) = 168.2
- calculated total energy (a.u.) = -652.92032
- LUMO energy (eV) = -0.015
- SMILES string = CO.CO.CO.O.O.O.O



# C38H38ClO5P

A 3-piece molecular cluster, C38H38ClO5P overall (ωB97M-V/def2-TZVPD, the OMol25 dataset).

```
83
C38H38ClO5P ωB97M-V/def2-TZVPD
O 0.183 -3.550 4.494
C -0.799 -3.768 5.171
C -2.072 -4.247 4.559
C -2.109 -4.482 3.189
C -3.281 -4.916 2.592
C -4.421 -5.121 3.362
C -4.389 -4.892 4.727
C -3.215 -4.455 5.331
C -3.210 -4.213 6.803
O -4.209 -4.370 7.471
C -1.927 -3.765 7.420
C -1.883 -3.554 8.794
C -0.706 -3.139 9.392
C 0.433 -2.930 8.621
C 0.395 -3.136 7.253
C -0.785 -3.555 6.648
H -1.209 -4.322 2.611
H -3.306 -5.096 1.525
H -5.335 -5.462 2.894
H -5.262 -5.045 5.347
H -2.782 -3.722 9.370
H -0.672 -2.976 10.461
H 1.352 -2.605 9.092
H 1.266 -2.979 6.632
O -0.770 8.313 -0.829
C -0.514 7.199 -1.231
C -1.301 6.013 -0.777
C -2.353 6.208 0.110
C -3.100 5.128 0.547
C -2.801 3.845 0.100
C -1.755 3.644 -0.783
C -1.001 4.726 -1.226
C 0.122 4.481 -2.175
O 0.394 3.361 -2.555
C 0.897 5.668 -2.639
C 1.942 5.467 -3.531
C 2.688 6.541 -3.983
C 2.385 7.826 -3.545
C 1.344 8.034 -2.654
C 0.596 6.955 -2.195
H -2.565 7.215 0.444
H -3.918 5.282 1.238
H -3.387 3.003 0.443
H -1.501 2.657 -1.145
H 2.161 4.457 -3.841
H 3.506 6.373 -4.672
H 2.966 8.668 -3.898
H 1.095 9.024 -2.296
C 0.410 -2.570 1.008
C -0.885 -2.404 0.233
O -0.817 -3.001 -1.051
C -0.343 -2.129 -2.057
C -0.433 -2.830 -3.401
C 0.540 -2.269 -4.438
C 1.921 -2.952 -4.481
C 3.117 -2.012 -4.687
P 3.878 -1.349 -3.120
C 4.055 0.471 -3.419
C 2.843 1.244 -3.947
C 3.108 2.117 -5.157
Cl 4.450 3.286 -4.877
H 0.304 -2.208 2.033
H 0.689 -3.624 1.049
H 1.230 -2.026 0.535
H -1.712 -2.889 0.757
H -1.146 -1.343 0.132
H 0.693 -1.825 -1.854
H -0.943 -1.208 -2.053
H -0.246 -3.893 -3.226
H -1.457 -2.756 -3.773
H 0.087 -2.344 -5.429
H 0.672 -1.195 -4.270
H 1.916 -3.677 -5.300
H 2.069 -3.550 -3.574
H 3.921 -2.565 -5.179
H 2.847 -1.199 -5.370
H 2.676 -1.257 -2.377
H 4.371 0.871 -2.453
H 4.921 0.607 -4.073
H 2.409 1.869 -3.164
H 2.053 0.550 -4.249
H 2.231 2.722 -5.384
H 3.382 1.549 -6.044
```

- orbital gap (eV) = 7.752
- molecular weight (g/mol) = 641.1
- calculated total energy (a.u.) = -2648.59834
- LUMO energy (eV) = -1.048
- SMILES string = O=C1c2ccccc2C(=O)c2ccccc21.O=C1c2ccccc2C(=O)c2ccccc21.CCOCCCCCPCCCCl



# C7H13N2

An isolated ion of composition C7H13N2 and charge +1 (ωB97M-V/def2-TZVPD, the OMol25 dataset).

```
22
C7H13N2 ωB97M-V/def2-TZVPD
C -1.204 0.113 0.591
C 0.631 1.398 1.216
C -1.325 0.499 2.091
C -0.144 -0.567 -0.286
C 0.910 -1.467 0.216
C 0.818 -0.135 -2.588
C -0.421 -0.591 -1.750
N 0.100 0.830 0.170
N -0.109 1.246 2.300
H -2.206 0.633 0.161
H 1.411 1.991 0.909
H -2.244 1.293 2.196
H -1.309 -0.348 2.883
H 1.919 -1.077 0.091
H 1.028 -2.466 -0.257
H 0.807 -1.682 1.325
H 0.597 -0.438 -3.576
H 1.678 -0.509 -2.099
H 0.682 0.981 -2.464
H -0.499 -1.626 -2.227
H -1.248 0.054 -2.012
H 0.130 1.866 3.109
```

- orbital gap (spin up / spin down) (eV) = 7.630 / 7.389
- energy above the lowest of the compared OMol25 structures with the same formula, charge and spin (eV) = 2.9792
- molecular weight (g/mol) = 125.2
- expectation value of S² = 2.01
- calculated total energy (a.u.) = -383.53365
- 2S+1 = 3
- LUMO energy (spin up / spin down) (eV) = -2.843 / -7.712
- charge = +1



- Which of these has the lowest molecular weight?
  CH8N3O